18
Properties=species:S:1:pos:R:3:forces:R:3:mulliken_charge:R:1 method="wB97M-V/def2-TZVPD" fmax_ev_per_a=5.36 lumo_energy_ev="-0.16 / -0.09" orbital_gap_ha="0.3265 / 0.2702" homo_ev="-9.04 / -7.45"
P 2.825571 0.840905 0.275222 -0.979 -0.635 -2.009 0.025
O 2.334659 -0.707306 0.339843 0.316 0.075 3.520 -0.290
N 0.182387 0.798657 -0.774022 0.164 -0.283 0.591 -0.463
C -0.924099 1.553900 -0.176524 -1.266 -3.490 -3.860 -0.609
C -0.052855 -0.593359 -0.436046 1.859 0.374 0.199 0.347
C -0.847805 -0.654719 0.854177 -1.860 -0.215 -1.667 -0.699
C -1.729029 0.598121 0.703733 0.340 -0.320 0.288 -0.587
C 1.342179 -1.310782 -0.399626 -1.068 0.724 -1.237 -0.842
H -1.456783 1.765097 -1.200834 0.298 0.541 2.134 0.279
H 2.814462 0.756620 -1.202795 0.341 0.805 0.795 0.032
H -1.947781 0.941221 1.712382 -0.442 0.454 -0.224 0.359
H 1.860307 -1.303916 -1.317948 -0.555 -0.346 -2.256 0.437
H -1.577548 -1.545986 0.849867 1.750 0.960 0.754 0.276
H -0.162014 -0.469553 1.636304 0.457 -0.653 1.409 0.373
H 1.187750 -2.319063 -0.114195 0.123 -1.041 0.722 0.402
H -2.609022 0.301461 0.159401 -0.680 0.097 0.154 0.284
H -0.698165 -1.000970 -1.201966 0.172 -0.482 -0.772 0.307
H -0.542217 2.349677 0.293033 1.030 3.436 1.459 0.370

13
Properties=species:S:1:pos:R:3:forces:R:3:mulliken_charge:R:1 method="wB97M-V/def2-TZVPD" fmax_ev_per_a=1.53 lumo_energy_ev=-1.25 orbital_gap_ha=0.3027 homo_ev=-9.48
S 2.635897 -0.090825 -0.631505 -0.155 -0.240 0.006 -0.212
N -0.246919 1.889193 0.136083 -0.141 -0.332 -0.057 -0.553
N -2.015303 0.406200 -0.521242 -0.313 -0.793 -0.022 -0.565
N -0.773020 -1.522945 -0.115159 -0.061 -0.079 0.333 -0.661
C -0.706417 0.733021 -0.115590 -0.016 1.432 0.544 0.578
C 1.419541 -0.626866 0.633282 0.165 -0.408 0.173 -0.744
C -2.001580 -0.879675 -0.480535 -0.624 -0.175 -0.849 -0.063
C 0.010742 -0.543835 0.134434 0.779 -0.193 0.018 0.727
H 1.671872 -1.682344 0.897161 -0.224 0.893 -0.228 0.362
H 2.257909 1.192630 -0.662393 -0.053 0.034 0.069 0.144
H 1.566700 0.024982 1.508286 -0.228 -0.348 -0.262 0.304
H -0.959373 2.620026 -0.003568 0.194 -0.409 -0.122 0.312
H -2.860049 -1.519559 -0.779257 0.676 0.619 0.398 0.371

6
Properties=species:S:1:pos:R:3:forces:R:3:lowdin_spin:R:1 method="wB97M-V/def2-TZVPD" fmax_ev_per_a=2.70 lumo_energy_ev="1.81 / -1.51" spin_multiplicity=3 orbital_gap_ha="0.2856 / 0.1605" homo_ev="-5.96 / -5.88" charge=-1 s2=2.02
Br 2.640492 0.510522 0.720885 -0.326 -0.115 -0.124 0.849
Br -1.972238 -1.452911 -1.376268 0.764 0.974 0.473 0.047
Br -0.393859 2.366310 -1.144000 0.515 -1.276 0.232 -0.009
Br -1.065584 0.155506 2.303740 0.871 -0.203 -1.642 -0.004
V 0.032907 -0.092427 -0.217369 -2.451 -0.566 0.994 1.158
O 0.758281 -1.487000 -0.286988 0.626 1.187 0.067 -0.041